This record from the Open Molecules 2025 dataset describes a cluster of 2 separate species, C3H10N2O2 in total. The level of theory is wB97M-V/def2-TZVPD.

XYZ file:
```
17
Properties=species:S:1:pos:R:3:forces:R:3:mulliken_charge:R:1
C 2.66770 0.62038 0.49317 0.2 -0.5 0.0 -0.59
O 1.66584 0.52803 -0.49234 -0.1 -1.0 -1.9 -0.39
N 1.14586 -0.97306 -0.67531 0.5 -0.1 -1.4 0.28
O 0.73176 -1.21034 -1.73849 1.1 1.5 2.4 -0.23
H 2.45293 -0.06118 1.32166 0.0 0.1 0.1 0.31
H 2.69614 1.65425 0.84892 -0.1 -0.2 0.0 0.23
H 3.64047 0.36741 0.06030 0.0 0.0 0.1 0.25
C -1.80995 0.41643 -0.88378 0.1 0.0 0.2 -1.04
C -1.09095 0.14229 0.43126 2.0 1.5 0.3 -0.04
N -1.35956 -1.13372 1.05441 0.1 -0.4 0.1 -0.58
H -1.53135 1.39704 -1.27042 0.0 0.0 -0.1 0.30
H -1.55634 -0.33617 -1.63239 0.0 0.0 -0.1 0.23
H -2.89365 0.40043 -0.75279 0.0 0.0 0.0 0.36
H -1.33799 0.92292 1.15983 -0.4 -0.1 0.0 0.40
H 0.08430 0.37592 0.32894 -3.4 -0.9 0.4 0.03
H -1.17450 -1.89503 0.40996 0.0 0.0 0.1 0.23
H -2.33070 -1.21559 1.33707 0.1 0.1 -0.1 0.25
```
Forces are in eV/Å.

As for the largest force on an atom: 3.57 eV/Å. The energy above the lowest of the compared OMol25 structures with the same formula, charge and spin comes out at 122.1 kcal/mol. As for the SMILES: CON=O.CCN. The value obtained for the molecular weight is 106.1 g/mol. As for the LUMO energy: -0.6 eV.



This record from the Open Molecules 2025 dataset describes a cluster of 2 separate species, C3H10N2O2 in total. The level of theory is wB97M-V/def2-TZVPD.

XYZ file:
```
17
Properties=species:S:1:pos:R:3:forces:R:3:mulliken_charge:R:1
C -1.51657 0.03968 -1.05648 -0.4 0.4 -0.2 -0.88
N -0.69094 0.30240 0.10573 -0.1 1.5 1.0 0.29
N -0.94172 -0.63117 1.10857 -0.1 -0.1 0.0 -0.70
O -0.91010 1.67001 0.60905 -0.9 -1.4 -0.7 -0.45
H -1.45477 0.88436 -1.73946 0.1 0.0 0.1 0.34
H -2.57044 -0.10511 -0.79853 0.1 0.0 0.1 0.33
H -1.15086 -0.85512 -1.55475 0.1 -0.1 0.1 0.29
H -0.29593 -0.45627 1.87387 -0.1 0.0 -0.1 0.23
H -1.89950 -0.55860 1.45566 0.2 0.2 -0.1 0.28
H -0.00722 2.08074 0.65920 0.1 -0.8 -0.3 0.37
C 1.78142 -0.93904 0.10278 -0.2 0.2 0.1 -1.17
C 1.26275 0.42189 -0.30368 0.7 0.2 0.0 0.55
O 1.53501 1.44196 0.34206 0.6 0.1 0.0 -0.75
H 1.98175 -0.96904 1.17092 0.0 0.0 0.1 0.29
H 2.72026 -1.10437 -0.42418 0.0 0.0 -0.1 0.37
H 1.07558 -1.72155 -0.15965 0.0 -0.2 -0.1 0.35
H 1.08129 0.49924 -1.39111 -0.2 0.0 0.0 0.27
```
Forces are in eV/Å.

As for the largest force on an atom: 1.80 eV/Å. The energy above the lowest of the compared OMol25 structures with the same formula, charge and spin comes out at 92.8 kcal/mol. As for the SMILES: CN(N)O.CC=O. The value obtained for the molecular weight is 106.1 g/mol. As for the LUMO energy: 0.9 eV.



This record from the Open Molecules 2025 dataset describes a cluster of 2 separate species, C3H10N2O2 in total. The level of theory is wB97M-V/def2-TZVPD.

XYZ file:
```
17
Properties=species:S:1:pos:R:3:forces:R:3:mulliken_charge:R:1
N -1.68134 1.40420 0.72225 -0.3 -0.1 -0.1 -0.45
C -1.83341 0.05056 0.20609 1.0 -0.5 0.5 -0.67
N -0.88813 -0.29562 -0.85271 -0.7 0.3 0.0 -0.24
C 0.37164 0.39381 -0.88574 0.6 -1.0 -0.2 0.23
C 1.46422 -0.56756 -1.39123 0.2 1.1 0.6 -0.05
O 1.71620 -1.60331 -0.84603 -0.1 -0.3 -0.3 -0.45
H -2.43268 2.02090 0.44117 0.1 0.0 0.0 0.20
H -1.64310 1.35735 1.73172 -0.1 0.3 0.0 0.23
H -2.82907 -0.23109 -0.11894 -0.2 0.2 -0.2 0.40
H -1.60804 -0.61367 1.05022 -0.1 0.0 0.0 0.33
H -1.33011 -0.46665 -1.74057 0.1 0.3 -0.1 0.24
H 0.47403 1.35572 -1.39887 -0.5 0.0 -0.2 0.31
H 0.68691 0.57100 0.13905 -0.1 0.2 -0.1 -0.47
H 2.12004 -0.12728 -2.17155 0.0 -0.4 -0.2 0.32
O 1.17321 0.10155 2.30369 0.3 -0.2 0.8 -0.63
H 0.65580 -0.45866 1.72389 0.0 0.1 -0.2 0.37
H 1.23534 0.98342 1.93878 -0.2 0.1 -0.2 0.33
```
Forces are in eV/Å.

As for the largest force on an atom: 1.28 eV/Å. The energy above the lowest of the compared OMol25 structures with the same formula, charge and spin comes out at 55.5 kcal/mol. As for the SMILES: NCNCC=O.O. The value obtained for the molecular weight is 106.1 g/mol. As for the LUMO energy: 0.7 eV.



This record from the Open Molecules 2025 dataset describes a cluster of 2 separate species, C3H10N2O2 in total. The level of theory is wB97M-V/def2-TZVPD.

XYZ file:
```
17
Properties=species:S:1:pos:R:3:forces:R:3:mulliken_charge:R:1
N 0.09907 1.95458 -0.43451 0.3 -0.9 -0.2 -0.65
C 0.17572 0.54487 -0.83162 -0.2 1.1 -0.1 -0.54
N 0.01823 -0.36593 0.28850 0.0 -1.0 0.2 -0.27
C 0.12411 -1.79724 -0.09093 0.9 1.8 -0.6 -0.62
C 1.35253 -2.07390 -0.97333 -0.8 0.3 1.4 0.08
O 1.42363 -2.94256 -1.78287 0.3 -0.2 -0.7 -0.46
H -0.81072 2.14298 -0.03034 0.2 0.0 0.2 0.31
H 0.76868 2.01610 0.32416 -0.1 0.6 0.1 0.25
H -0.63353 0.36192 -1.54129 0.0 -0.2 -0.1 0.34
H 1.12870 0.44993 -1.37260 -0.1 -0.3 0.0 0.33
H 0.61496 -0.16879 1.08516 0.1 0.3 -0.3 0.28
H -0.79430 -2.03068 -0.62062 -0.1 -0.8 0.3 0.29
H 0.41397 -2.33218 0.81567 -0.9 -0.4 0.0 0.35
H 2.19649 -1.44272 -0.61635 0.4 -0.1 -0.5 0.33
O -1.65001 1.95209 2.01584 -0.3 0.1 0.0 -0.67
H -2.35993 2.60623 2.02284 0.1 -0.1 0.1 0.32
H -2.06760 1.12530 1.74229 0.1 0.0 0.0 0.33
```
Forces are in eV/Å.

As for the largest force on an atom: 2.06 eV/Å. The energy above the lowest of the compared OMol25 structures with the same formula, charge and spin comes out at 49.8 kcal/mol. As for the SMILES: NCNCC=O.O. The value obtained for the molecular weight is 106.1 g/mol. As for the LUMO energy: 0.7 eV.



- Which value of LUMO energy does entry 1 give?
  -0.6 eV



- What is the formula in the first record?
  C3H10N2O2



- Among the records above, which one has the lowest LUMO energy?
  number 1



- Number 4 is which compound?
  C3H10N2O2